Below is a structure of composition C15H17BN4O4PbS4 in a non-equilibrium geometry, with properties calculated with wB97M-V/def2-TZVPD.

Geometry as ORCA input:
```
! wB97M-V def2-TZVPD RIJCOSX def2/J DEFGRID3
* xyz -1 2
Pb -0.382 0.103 -0.398
C -2.826 1.887 2.572
N -1.489 2.421 2.668
C -1.127 3.746 2.777
C 0.220 3.776 2.865
N 0.695 2.488 2.812
B 2.163 2.064 3.017
N 2.838 1.596 1.673
C 4.079 1.011 1.713
C 4.503 0.804 0.448
N 3.513 1.260 -0.384
C 3.553 1.273 -1.829
C 2.491 1.724 0.383
S 1.072 2.419 -0.306
C -0.358 1.670 2.657
S -0.358 -0.026 2.478
H -3.542 2.700 2.666
H -2.981 1.149 3.360
H -2.961 1.397 1.608
H -1.857 4.534 2.783
H 0.888 4.612 2.957
H 2.770 3.030 3.411
H 2.205 1.134 3.773
H 4.547 0.778 2.652
H 5.419 0.390 0.069
H 4.519 0.892 -2.156
H 3.410 2.291 -2.191
H 2.764 0.646 -2.235
S -3.293 2.395 -1.289
C -2.294 1.322 -0.720
C 4.248 -3.206 0.800
C 4.248 -2.759 -0.512
C 3.066 -2.653 -1.230
C 1.860 -2.986 -0.618
C 1.860 -3.455 0.694
C 3.047 -3.567 1.394
H 5.176 -3.272 1.353
H 5.183 -2.502 -0.995
H 3.056 -2.290 -2.246
H 0.912 -3.699 1.154
H 3.032 -3.933 2.412
O 0.638 -2.888 -1.222
S 0.349 -2.003 -2.592
O 1.197 -0.823 -2.480
O -1.056 -1.707 -2.415
O 0.686 -2.865 -3.687
*
```

Output
**Energy above the lowest of the compared OMol25 structures with the same formula, charge and spin**: 0.044 eV
**E_HOMO (spin up / spin down)**: -3.47 / -4.70 eV

Below is a cluster of 2 separate species, C12H23Cl2NO9S2 in total in a non-equilibrium geometry, with properties calculated with wB97M-V/def2-TZVPD.

Geometry as ORCA input:
```
! wB97M-V def2-TZVPD RIJCOSX def2/J DEFGRID3
* xyz 0 1
C -2.425 -3.213 0.579
C -2.542 -1.579 0.502
O -1.455 -0.909 -0.229
C -0.121 -1.356 0.227
C 1.098 -0.290 -0.190
O 2.000 -1.228 -0.939
S 2.895 -2.131 0.248
O 4.364 -2.214 -0.232
O 2.464 -3.632 0.418
O 2.526 -1.109 1.606
C 2.117 0.212 1.022
C 3.589 0.831 0.610
C 4.787 0.460 1.707
N 5.686 1.711 1.804
C 1.527 1.158 2.223
Cl 0.802 0.056 3.542
C 0.549 2.379 1.739
C -1.035 1.996 1.588
Cl 1.060 3.216 0.160
H -3.505 -3.649 0.726
H -1.774 -3.592 1.485
H -2.023 -3.657 -0.453
H -2.734 -1.171 1.586
H -3.541 -1.347 -0.109
H 0.078 -2.389 -0.337
H -0.066 -1.595 1.381
H 0.642 0.575 -0.868
H 3.976 0.454 -0.455
H 3.604 2.015 0.534
H 4.386 0.283 2.792
H 5.510 -0.397 1.317
H 6.585 1.557 1.291
H 5.846 1.857 2.831
H 2.476 1.676 2.731
H 0.614 3.216 2.588
H -1.480 1.338 2.446
H -1.194 1.580 0.506
H -1.633 3.029 1.629
O -5.057 -0.943 -1.707
S -5.235 -0.083 -2.856
O -6.528 0.203 -3.432
O -4.243 -0.606 -4.040
C -3.354 0.446 -4.414
C -3.189 1.304 -3.163
O -4.479 1.331 -2.556
H -3.821 1.015 -5.224
H -2.402 0.034 -4.761
H -2.851 2.317 -3.395
H -2.492 0.842 -2.456
*
```

Output
**SMILES string**: CCOC[C@@H]1OS(=O)(=O)O[C@]1(CCN)[C@H](Cl)[C@H](C)Cl.O=S1(=O)OCCO1
**E_HOMO**: -9.66 eV

Below is a structure of composition C25H47ClGaINO3Si2 in a non-equilibrium geometry, with properties calculated with wB97M-V/def2-TZVPD.

Geometry as ORCA input:
```
! wB97M-V def2-TZVPD RIJCOSX def2/J DEFGRID3
* xyz 1 1
O -0.917 -2.611 -1.442
O -2.032 -0.660 -2.745
C 0.381 -3.197 -1.320
C 0.963 -3.408 0.070
H 1.035 -2.527 -1.901
H 0.341 -4.154 -1.867
H 0.939 -2.507 0.695
H 2.013 -3.698 -0.043
H 0.476 -4.242 0.583
C -1.803 -2.604 -0.312
C -3.066 -3.373 -0.612
H -2.048 -1.548 -0.118
H -1.289 -2.997 0.581
H -3.628 -2.907 -1.430
H -3.695 -3.403 0.286
H -2.819 -4.407 -0.874
C -3.141 0.255 -2.749
C -1.869 -1.393 -3.983
C -4.146 -0.093 -1.682
H -3.624 0.245 -3.740
H -2.724 1.256 -2.578
H -4.575 -1.084 -1.860
H -4.959 0.635 -1.739
H -3.713 -0.048 -0.676
C -2.948 -2.421 -4.187
H -0.881 -1.867 -3.916
H -1.846 -0.686 -4.831
H -2.979 -3.094 -3.325
H -2.707 -3.005 -5.081
H -3.926 -1.947 -4.338
H -0.656 -0.665 -1.476
Ga 0.922 1.356 0.999
C -0.004 0.227 -1.037
Si 0.752 1.059 -2.589
H -0.753 0.845 -0.513
H 0.741 -0.289 -0.395
C 1.648 -0.243 -3.612
C 1.984 2.435 -2.246
C -0.509 1.945 -3.660
C 2.775 1.828 0.701
Si 4.008 1.730 2.135
H 2.850 2.838 0.268
H 3.155 1.153 -0.085
C 5.455 2.817 1.641
C 4.630 0.002 2.472
C 3.179 2.367 3.687
H 0.027 2.552 -4.403
H -1.125 2.622 -3.056
H -1.165 1.253 -4.200
H 2.589 -0.531 -3.117
H 1.893 0.181 -4.598
H 1.044 -1.147 -3.771
H 2.987 2.050 -2.030
H 1.662 3.076 -1.418
H 2.055 3.073 -3.139
H 4.970 -0.497 1.555
H 3.851 -0.621 2.931
H 5.479 0.038 3.171
H 2.781 1.546 4.295
H 2.357 3.054 3.452
H 3.921 2.914 4.285
H 6.178 2.922 2.460
H 5.103 3.818 1.361
H 5.981 2.392 0.775
Cl -2.915 0.012 6.465
C -1.695 0.020 5.268
C -0.585 -0.804 5.421
C 0.430 -0.847 4.453
I 2.141 -2.010 4.771
C 0.305 -0.054 3.294
O 1.185 -0.088 2.310
C -0.779 0.851 3.179
N -0.740 1.691 2.093
C -1.773 2.525 1.866
C -2.854 2.581 2.753
C -2.886 1.794 3.892
C -1.831 0.895 4.139
H -0.491 -1.426 6.303
H -1.710 3.130 0.964
H -3.668 3.264 2.524
H -3.711 1.855 4.595
*
```

Output
**E_HOMO**: -10.84 eV

Below is a cluster of 2 separate species, C21H23NO6S2 in total in a non-equilibrium geometry, with properties calculated with wB97M-V/def2-TZVPD.

Geometry as ORCA input:
```
! wB97M-V def2-TZVPD RIJCOSX def2/J DEFGRID3
* xyz 0 1
C 5.815 1.415 -1.716
C 4.743 0.599 -0.970
N 3.445 1.306 -0.874
C 2.262 0.684 -0.982
C 1.038 1.361 -1.108
C -0.210 0.756 -1.168
C -1.353 1.557 -1.577
C -2.344 1.014 -2.425
C -3.438 1.758 -2.864
C -3.620 3.065 -2.403
C -2.660 3.642 -1.571
C -1.522 2.927 -1.213
C 3.467 2.733 -0.532
C 4.888 3.255 -0.661
O 5.413 2.766 -1.919
H 6.725 1.436 -1.090
H 6.061 0.988 -2.696
H 4.595 -0.362 -1.474
H 5.142 0.403 0.042
H 2.249 -0.409 -0.968
H 1.055 2.464 -1.155
H -0.275 -0.324 -1.146
H -2.190 0.006 -2.801
H -4.124 1.322 -3.598
H -4.468 3.645 -2.744
H -2.785 4.669 -1.246
H -0.739 3.456 -0.682
H 2.853 3.293 -1.254
H 3.064 2.904 0.484
H 4.897 4.353 -0.756
H 5.482 2.906 0.213
C -1.953 1.195 1.924
O -0.946 0.061 1.765
C -1.120 -1.167 1.347
S -0.085 -2.513 1.995
O 0.947 -2.904 1.063
O 0.225 -2.202 3.370
C -1.310 -3.827 2.065
C -2.568 -3.525 1.579
C -3.603 -4.460 1.708
C -3.372 -5.671 2.363
C -2.097 -5.966 2.858
C -1.064 -5.043 2.706
S -2.721 -1.865 0.884
O -3.748 -1.202 1.669
O -2.843 -1.983 -0.554
H -1.858 1.503 2.958
H -1.649 1.965 1.229
H -2.948 0.820 1.691
H -4.580 -4.240 1.286
H -4.186 -6.387 2.497
H -1.918 -6.914 3.368
H -0.068 -5.263 3.083
*
```

Output
**E_HOMO**: -5.29 eV

Below is the molecule C19H19N3O3S2, with properties calculated with wB97M-V/def2-TZVPD.

Geometry as ORCA input:
```
! wB97M-V def2-TZVPD RIJCOSX def2/J DEFGRID3
* xyz 0 1
C -6.567 -0.445 1.423
C -6.136 0.868 0.788
O -4.731 1.095 0.961
C -3.910 0.526 0.086
O -4.249 -0.154 -0.847
C -2.458 0.834 0.419
N -1.599 0.391 -0.645
C -0.722 1.223 -1.243
O -0.525 2.361 -0.879
C -0.031 0.652 -2.472
S 0.324 -1.123 -2.378
C 1.258 -1.130 -0.894
N 1.350 0.009 -0.266
C 2.050 0.050 0.881
C 2.166 1.408 1.509
C 3.039 2.241 0.627
C 2.655 3.048 -0.396
C 3.750 3.638 -1.070
C 4.946 3.262 -0.554
S 4.766 2.174 0.768
N 2.647 -0.964 1.437
C 2.575 -2.160 0.811
C 3.215 -3.282 1.371
C 3.150 -4.493 0.735
C 2.451 -4.640 -0.472
C 1.816 -3.569 -1.042
C 1.867 -2.317 -0.412
H -6.295 -0.462 2.476
H -7.644 -0.554 1.334
H -6.087 -1.280 0.919
H -6.618 1.719 1.273
H -6.364 0.867 -0.282
H -2.206 0.341 1.366
H -2.320 1.912 0.545
H -1.842 -0.487 -1.082
H -0.677 0.775 -3.343
H 0.905 1.187 -2.631
H 1.176 1.865 1.552
H 2.591 1.305 2.506
H 1.624 3.211 -0.653
H 3.645 4.314 -1.900
H 5.930 3.553 -0.862
H 3.750 -3.150 2.297
H 3.644 -5.352 1.164
H 2.418 -5.607 -0.951
H 1.274 -3.660 -1.972
*
```

Output
**Energy above the lowest of the compared OMol25 structures with the same formula, charge and spin**: 0.211 eV
**SMILES string**: CCOC(=O)CNC(=O)CSc1nc(Cc2cccs2)nc2ccccc12
**E_HOMO**: -8.42 eV

Below is a structure of composition C26H36N3PdSi2, with properties calculated with wB97M-V/def2-TZVPD.

Geometry as ORCA input:
```
! wB97M-V def2-TZVPD RIJCOSX def2/J DEFGRID3
* xyz -1 1
Pd 0.420 0.375 0.258
C 3.721 0.476 0.058
N 2.618 -0.261 -0.539
C 2.811 -0.322 -1.991
C 2.364 -1.558 0.036
C 3.261 -2.170 0.891
C 2.961 -3.373 1.531
C 1.729 -3.948 1.300
C 0.805 -3.354 0.447
C 1.078 -2.160 -0.246
N 0.305 -1.457 -1.130
C -0.809 -1.908 -1.809
C -1.751 -2.841 -1.355
C -2.838 -3.251 -2.125
C -3.041 -2.732 -3.385
C -2.137 -1.784 -3.866
C -1.043 -1.377 -3.121
N -0.101 -0.461 -3.683
C -0.026 -0.416 -5.121
C -0.152 0.866 -3.106
H 4.700 0.031 -0.176
H 3.607 0.527 1.137
H 3.709 1.491 -0.341
H 3.756 -0.838 -2.219
H 2.863 0.696 -2.383
H 1.970 -0.837 -2.447
H 4.220 -1.706 1.078
H 3.681 -3.829 2.198
H 1.454 -4.867 1.805
H -0.151 -3.836 0.349
H -1.681 -3.234 -0.356
H -3.531 -3.974 -1.711
H -3.888 -3.038 -3.987
H -2.289 -1.363 -4.851
H -0.874 0.110 -5.597
H 0.021 -1.427 -5.525
H 0.885 0.117 -5.405
H -1.065 1.406 -3.413
H 0.714 1.450 -3.428
H -0.138 0.790 -2.021
C 1.872 3.271 1.748
Si 0.849 1.711 2.071
C 1.813 0.686 3.341
C -0.674 2.281 3.045
C -0.678 2.978 4.258
C -1.871 3.293 4.890
C -3.083 2.916 4.312
C -3.089 2.231 3.107
C -1.889 1.906 2.463
Si -1.704 1.041 0.784
C -2.892 -0.411 0.759
C -2.384 2.279 -0.473
H 2.040 3.829 2.675
H 1.357 3.927 1.042
H 2.847 3.022 1.321
H 1.961 1.258 4.264
H 2.793 0.361 2.985
H 1.249 -0.217 3.584
H 0.260 3.273 4.721
H -1.865 3.828 5.833
H -4.017 3.159 4.806
H -4.039 1.944 2.664
H -3.924 -0.095 0.948
H -2.614 -1.153 1.513
H -2.863 -0.907 -0.212
H -3.391 2.594 -0.180
H -2.445 1.811 -1.460
H -1.755 3.167 -0.559
*
```

Output
**Energy above the lowest of the compared OMol25 structures with the same formula, charge and spin**: 0.515 eV
**E_HOMO**: -3.62 eV

Below is a cluster of 3 separate species, C23H25F6O9PS in total, with properties calculated with wB97M-V/def2-TZVPD.

Geometry as ORCA input:
```
! wB97M-V def2-TZVPD RIJCOSX def2/J DEFGRID3
* xyz 0 1
C 4.906 -0.772 0.571
P 4.050 0.624 -0.270
O 4.389 1.903 0.720
C 2.209 0.428 0.170
C 1.425 1.280 -0.847
C -0.092 1.119 -0.755
C -0.665 1.631 0.580
C -1.960 2.446 0.445
C -1.736 3.919 0.622
F -2.885 4.614 0.517
F -1.201 4.221 1.819
F -0.890 4.409 -0.312
C -0.443 -0.339 -1.029
C -1.940 -0.626 -1.085
C -2.318 -2.096 -0.888
O -1.470 -2.964 -1.595
C -2.478 -2.484 0.603
F -1.818 -3.606 0.898
F -2.063 -1.538 1.461
F -3.782 -2.692 0.879
O 0.126 -1.171 0.019
S 1.705 -1.251 0.132
O 1.939 -1.878 1.388
O 2.208 -1.832 -1.084
H 4.249 -1.506 1.032
H 5.500 -1.282 -0.191
H 5.577 -0.378 1.337
H 4.381 1.683 1.660
H 2.024 0.764 1.194
H 1.767 1.017 -1.853
H 1.707 2.323 -0.682
H -0.538 1.691 -1.577
H -0.849 0.793 1.255
H 0.093 2.246 1.072
H -2.402 2.335 -0.549
H -2.704 2.143 1.181
H 0.008 -0.654 -1.974
H -2.265 -0.349 -2.090
H -2.497 -0.007 -0.378
H -3.313 -2.253 -1.306
H -0.633 -3.051 -1.120
O -4.005 1.788 3.014
C -5.028 2.350 3.349
C -5.260 3.781 3.034
C -6.384 4.390 3.400
C -7.451 3.664 4.138
O -8.475 4.219 4.469
C -7.213 2.232 4.455
C -6.089 1.623 4.089
H -4.469 4.288 2.496
H -6.581 5.432 3.185
H -8.004 1.727 4.994
H -5.889 0.581 4.305
O 4.481 -4.786 -5.871
C 5.013 -4.305 -4.894
C 6.488 -4.359 -4.721
C 7.080 -3.830 -3.654
C 6.289 -3.158 -2.592
O 6.843 -2.662 -1.631
C 4.812 -3.112 -2.758
C 4.223 -3.644 -3.826
H 7.040 -4.850 -5.513
H 8.152 -3.854 -3.506
H 4.245 -2.633 -1.969
H 3.150 -3.625 -3.968
*
```

Output
**SMILES string**: CP(O)[C@H]1C[C@H](CCC(F)(F)F)[C@H](C[C@@H](O)C(F)(F)F)OS1(=O)=O.O=C1C=CC(=O)C=C1.O=C1C=CC(=O)C=C1
**E_HOMO**: -9.41 eV

Below is a structure of composition C8H17BrCuN5O4P, with properties calculated with wB97M-V/def2-TZVPD.

Geometry as ORCA input:
```
! wB97M-V def2-TZVPD RIJCOSX def2/J DEFGRID3
* xyz 0 2
Cu 1.030 0.371 0.089
N 1.098 2.492 -0.303
C -0.158 2.884 -0.960
C -1.297 1.969 -0.507
O -2.463 2.323 -0.605
O -0.904 0.831 -0.050
H 1.161 2.856 0.642
H 1.914 2.821 -0.803
H -0.045 2.732 -2.034
H -0.437 3.925 -0.794
Br 1.015 -1.799 -0.742
O 3.658 -0.006 2.838
N 2.824 -0.309 2.036
O 2.560 0.666 1.169
C -3.534 -3.303 1.971
N -3.549 -2.262 0.848
C -4.490 -1.128 1.256
N -4.113 -0.584 2.508
C -4.088 -1.624 3.531
N -3.172 -2.716 3.213
C -1.762 -2.263 3.224
P -1.369 -0.907 2.003
C -2.164 -1.750 0.557
C -2.841 0.152 2.425
H -2.822 -4.072 1.674
H -4.543 -3.715 2.015
H -3.912 -2.700 0.002
H -5.488 -1.568 1.306
H -4.442 -0.377 0.468
H -5.096 -2.032 3.641
H -3.786 -1.179 4.478
H -1.116 -3.118 3.016
H -1.517 -1.918 4.230
H -1.543 -2.586 0.237
H -2.225 -1.034 -0.261
H -2.924 0.928 1.661
H -2.664 0.647 3.382
*
```

Output
**Energy above the lowest of the compared OMol25 structures with the same formula, charge and spin**: 0.000 eV
**E_HOMO (spin up / spin down)**: -8.14 / -8.09 eV

Going through the records in order, we get electronic energy values of -2912.37911, -2919.41122, -4522.74627, -2116.32726, -1921.84800, -1883.58811, -2907.32570, -5445.56803 Ha.